{"formula": "C4H5NO2", "method": "ωB97M-V with the def2-TZVPD basis set", "elements": ["O", "C", "C", "N", "O", "C", "C", "H", "H", "H", "H", "H"], "positions_angstrom": [[-2.4327, 0.8201, 0.0328], [-1.6060, -0.3196, 0.0616], [-0.1480, 0.0203, -0.0590], [0.2600, 0.9930, -0.8952], [1.4698, 1.2595, -0.9840], [2.1574, -0.2121, 0.3518], [0.9230, -0.4687, 0.6938], [-2.1103, 1.3786, -0.6871], [-1.7500, -0.8094, 1.0288], [-1.9027, -1.0423, -0.7164], [3.1380, -0.0554, 0.7860], [1.8480, -1.4118, 0.2998]], "forces_ev_per_a": [[-0.0036, 0.1848, -0.2050], [0.1226, -0.2780, 0.0983], [-0.1093, 0.0908, -0.0084], [0.2228, -0.3076, 0.2038], [0.1061, -0.4399, 0.1776], [-0.4326, 0.1561, 0.2739], [0.2265, 0.1812, 0.1197], [-0.1318, 0.0096, 0.1076], [-0.0401, 0.0666, -0.1446], [0.0529, 0.1641, 0.0764], [-0.2232, 0.1376, -0.2581], [0.2097, 0.0347, -0.4412]], "de_lowest_ev": 6.9339, "e_tot_ev": -9807.3809, "charge": 0, "molar_mass_g_mol": 99.1, "multiplicity": 1, "e_lumo_ha": -0.0031, "largest_force_ev_per_a": 0.54}

=====

{"formula": "C4H8O2", "method": "ωB97M-V with the def2-TZVPD basis set", "elements": ["C", "C", "C", "C", "O", "H", "H", "H", "H", "H", "H", "O", "H", "H"], "positions_angstrom": [[0.6516, -1.0709, -1.0461], [-0.5107, -1.0403, -0.3342], [-1.1341, 0.2209, 0.1558], [-2.4618, 0.5164, 0.0044], [-0.2603, 1.1929, 0.7519], [1.4012, -0.2472, -0.8877], [0.9824, -2.0212, -1.4514], [-1.1865, -1.8717, -0.4885], [-2.8082, 1.5071, 0.3109], [-3.1664, -0.0520, -0.7132], [0.6706, 0.9493, 0.3480], [2.8357, 0.5193, 0.8254], [2.8287, 1.3933, 1.3059], [2.1577, 0.0042, 1.2187]], "forces_ev_per_a": [[-0.1767, 0.4928, 2.5713], [0.5384, 0.8152, -2.2991], [-0.8551, 1.0584, 0.4382], [0.8400, -0.4335, -1.1632], [1.3800, -2.3193, -2.0201], [-0.7142, -0.9216, -0.8678], [0.0781, 0.2843, -0.2289], [-0.1131, -0.0685, 0.3710], [0.1401, -0.3711, -0.0397], [1.4158, 0.5362, 1.7422], [-2.5363, 0.9503, 1.2904], [0.8803, 2.2884, -0.0375], [0.0126, -1.4574, -0.6590], [-0.8899, -0.8539, 0.9024]], "de_lowest_ev": 2.7506, "e_tot_ev": -8370.5311, "charge": 0, "molar_mass_g_mol": 88.1, "multiplicity": 1, "e_lumo_ha": 0.0224, "largest_force_ev_per_a": 3.37}

=====

{"formula": "C3H6N3", "method": "ωB97M-V with the def2-TZVPD basis set", "elements": ["C", "C", "C", "N", "N", "N", "H", "H", "H", "H", "H", "H"], "positions_angstrom": [[1.1770, -0.3818, -2.7218], [-0.4728, 0.3184, 1.6811], [-1.2775, -1.0711, -0.3101], [0.4327, -0.5278, -1.8697], [-1.0737, -0.5301, 0.6807], [0.5934, 1.0790, 1.2057], [1.8589, -0.2461, -3.5190], [-1.2884, 0.9521, 2.0486], [-0.1574, -0.3645, 2.4790], [-1.5864, -1.6131, -1.1684], [0.3688, 1.8129, 0.5505], [1.4254, 0.5719, 0.9434]], "forces_ev_per_a": [[-0.1969, -0.0342, 0.1736], [0.2332, 0.6909, 1.4174], [-0.0288, 0.6939, 1.6797], [0.2239, 0.0830, -0.1619], [-0.7467, -1.4480, -2.2625], [0.3714, 0.2338, -0.1989], [0.3596, 0.0685, -0.3890], [0.1814, -0.1896, -0.0040], [-0.1410, 0.1814, -0.1211], [-0.1929, -0.2620, -0.2357], [-0.0293, -0.0222, 0.0551], [-0.0339, 0.0045, 0.0474]], "de_lowest_ev": 1.9279, "e_tot_ev": -7669.4484, "charge": 1, "molar_mass_g_mol": 84.1, "multiplicity": 1, "e_lumo_ha": -0.1371, "largest_force_ev_per_a": 2.79}

=====

{"formula": "C6H7FO", "method": "ωB97M-V with the def2-TZVPD basis set", "elements": ["C", "C", "C", "C", "C", "C", "H", "H", "H", "H", "H", "H", "H", "O", "F"], "positions_angstrom": [[-2.2814, -0.6292, 0.1501], [-0.9304, -0.1903, -0.0663], [-0.4190, 0.9886, -0.1325], [1.0216, 0.7405, -0.4284], [2.0125, 0.0856, 0.6179], [1.1929, -0.6392, -0.3221], [-2.2577, -1.3984, 0.9132], [-2.8895, -0.9601, -0.7746], [-3.1080, 0.2144, 0.5077], [1.6096, 1.1503, -1.2860], [3.1283, 0.1488, 0.1732], [2.0643, 0.4321, 1.9326], [1.7057, -0.9709, -1.2134], [-0.0555, -1.2499, -0.0884], [-0.7935, 2.2776, 0.0170]], "forces_ev_per_a": [[-5.2329, 1.3629, 0.0417], [-2.7001, -1.4845, 0.7381], [4.0232, 2.4366, -0.5282], [2.1547, 3.7760, -0.1559], [3.4358, 3.1269, 3.2117], [-0.2547, -3.5819, -1.5976], [-0.4002, -0.2955, -0.0556], [1.5611, -0.0575, 1.1645], [2.6661, -1.7177, -0.5077], [-1.2840, 0.4963, 0.7668], [-2.6290, -0.1263, 1.4564], [-0.8208, -1.6793, -4.5455], [0.1268, -1.4004, 0.3736], [0.2876, 0.1478, -0.2337], [-0.9337, -1.0034, -0.1285]], "de_lowest_ev": 4.4572, "e_tot_ev": -11095.5736, "charge": 0, "molar_mass_g_mol": 114.1, "multiplicity": 1, "e_lumo_ha": 0.0342, "largest_force_ev_per_a": 5.65}